The following is a DFT calculation (wB97M-V/def2-TZVPD) of a structure of composition C27H62FIN4O4P in a non-equilibrium geometry.

Last column: Löwdin charge in e.
Positions of all 100 atoms, in Å:
I  3.164528  0.925573  1.455881  1.010
P  6.653051  0.339752  -0.466310  0.780
F  5.942978  1.133961  -3.676395  0.067
O  3.853900  -3.267523  -1.876275  -0.084
O  -1.920386  -4.420213  5.217803  -0.049
O  -6.207522  1.800993  1.194123  -0.066
O  -1.383816  5.113081  0.747121  -0.052
N  3.237154  1.730499  -2.021943  0.003
N  6.482739  -0.977333  0.304312  -0.230
N  5.276578  0.745218  -1.528445  -0.020
N  4.216108  2.050937  0.102206  -0.371
C  -1.306839  -2.454586  3.959401  -0.068
C  -2.411132  -3.181413  4.711819  -0.496
C  -1.301480  0.169196  -3.330716  -0.179
C  -3.522727  -0.373423  -2.142933  -0.208
C  -0.617281  4.873158  1.926472  -0.497
C  3.154882  -5.551505  -2.253923  -0.053
C  -2.520574  0.705335  -2.553796  -0.191
C  -0.142827  -0.116577  -2.373571  -0.188
C  2.320943  4.108672  -1.679758  0.185
C  -0.814174  6.011645  2.915190  -0.059
C  -6.846120  1.431417  2.417887  -0.499
C  -3.619146  -3.426524  3.819700  -0.062
C  -2.620567  -1.138261  0.195986  -0.237
C  0.849790  4.699179  1.560559  -0.075
C  3.813964  -4.578717  -1.290786  -0.480
C  6.041613  -1.112598  -3.048060  -0.192
C  -3.137983  0.201365  0.708119  -0.098
C  2.698187  2.963117  -1.768193  -0.179
C  -6.455524  2.404491  3.519775  -0.062
C  -2.950496  -1.489417  -1.278659  -0.197
C  0.778894  1.120625  -2.188451  -0.167
C  4.276836  1.484351  -1.128038  -0.498
C  5.543235  -1.773727  -4.329894  -0.062
C  -8.353890  1.388937  2.224253  -0.062
C  5.321198  0.212652  -2.902726  -0.363
C  2.199870  0.614232  -2.064486  -0.152
C  3.079727  -4.526658  0.039094  -0.056
H  2.384709  0.046104  -2.969644  0.112
H  1.239102  5.603431  1.082875  0.079
H  -3.687239  -2.284983  -1.257214  0.105
H  -8.862540  1.082925  3.139212  0.081
H  -1.068605  5.931934  0.350948  0.084
H  0.706829  1.737653  -3.072383  0.120
H  -6.481348  0.433321  2.665356  0.134
H  -6.909718  2.127911  4.472081  0.081
H  -1.547363  -1.149650  0.374567  0.083
H  4.695071  -2.409352  -4.123250  0.063
H  0.969549  3.880264  0.848313  0.045
H  3.562171  -3.820427  0.717070  0.073
H  1.953070  5.059989  -1.438675  0.037
H  -3.126405  0.155927  1.794314  0.062
H  -0.504523  -0.363332  -1.387810  0.086
H  -3.894497  -0.838361  -3.051462  0.111
H  -4.160446  0.414788  0.436806  0.053
H  0.451399  1.619055  -1.287098  0.113
H  -3.345657  -4.055419  2.967446  0.080
H  -0.445539  -2.288678  4.608430  0.077
H  5.789293  -1.775564  -2.232294  0.082
H  -8.730690  2.372290  1.930646  0.082
H  7.732082  0.389548  -1.365578  0.038
H  2.127120  -5.244486  -2.467604  0.084
H  -4.377931  0.113795  -1.694840  0.103
H  3.057953  -5.505756  0.516740  0.087
H  -6.773557  3.419173  3.266005  0.082
H  2.049227  -4.187950  -0.104176  0.082
H  -2.710960  -2.591832  5.578480  0.140
H  -1.011198  0.899259  -4.071814  0.103
H  4.850363  -4.872841  -1.125040  0.143
H  -8.617871  0.691219  1.429177  0.080
H  -1.591338  -0.746670  -3.834213  0.110
H  -4.399867  -3.950842  4.370336  0.081
H  -2.087811  -1.908486  -1.784941  0.091
H  2.297210  -0.082536  -1.241313  0.078
H  -2.510153  1.040322  0.434885  0.062
H  -6.515137  2.681040  0.954193  0.088
H  3.689890  -5.573102  -3.203777  0.082
H  5.108625  2.360362  0.461486  0.036
H  5.211220  -1.047402  -5.060327  0.082
H  2.944143  -2.990508  -2.030045  0.081
H  1.456003  4.486385  2.443229  0.078
H  5.610010  -1.462780  0.142438  -0.024
H  -1.646871  -1.487379  3.582417  0.068
H  7.102322  -0.920289  -3.095539  0.107
H  -4.029759  -2.488611  3.440311  0.072
H  3.135511  -6.560623  -1.843212  0.087
H  0.440100  -0.958905  -2.736734  0.104
H  -0.257726  5.838036  3.837359  0.082
H  4.331111  0.095284  -3.308633  0.128
H  -1.650777  -4.960163  4.468060  0.085
H  -0.957862  -3.049600  3.109779  0.076
H  -2.157357  1.250513  -1.689964  0.092
H  -3.018872  -1.938169  0.806991  0.085
H  -1.869599  6.123753  3.161631  0.083
H  -5.371967  2.427016  3.643687  0.075
H  6.862010  1.436751  0.395954  0.017
H  6.333943  -2.374736  -4.755430  0.086
H  -0.997090  3.945776  2.357231  0.137
H  -0.480312  6.958459  2.482126  0.083
H  -3.065103  1.427230  -3.153951  0.110

Cartesian forces (eV/Å) of the 3 atoms listed first:
-0.1779 0.2088 0.1237
0.0702 -1.2893 0.6542
0.4413 0.7990 -0.3062

M = 683.69 u
Frontier orbital gap = 6.75 eV
Net charge = +1